[1]
{"formula": "C5H12N4", "method": "the ωB97M-V functional and the def2-TZVPD basis", "species": ["C", "C", "C", "C", "C", "N", "N", "N", "N", "H", "H", "H", "H", "H", "H", "H", "H", "H", "H", "H", "H"], "positions_angstrom": [[-0.565, -0.520, -0.434], [-1.419, -0.808, 0.805], [-1.214, 0.614, -1.228], [0.595, 1.854, 1.414], [0.885, -0.223, -0.013], [-0.556, -1.713, -1.289], [1.585, 0.683, -0.800], [1.484, 2.145, 2.116], [1.565, -0.878, 0.845], [-0.131, -2.492, -0.796], [0.004, -1.537, -2.117], [2.547, 0.800, -0.518], [1.078, 1.428, -1.244], [2.166, 2.199, 2.845], [1.030, -1.558, 1.374], [-2.447, -0.980, 0.502], [-1.077, -1.701, 1.325], [-1.368, 0.037, 1.487], [-1.241, 1.527, -0.640], [-0.687, 0.795, -2.162], [-2.234, 0.329, -1.473]], "nbo_charge": [0.0269, -0.6064, -0.6229, 0.2832, 0.4696, -0.8181, -0.8366, -0.7328, -0.7609, 0.3599, 0.3601, 0.3989, 0.3947, 0.4474, 0.3380, 0.2190, 0.1996, 0.2254, 0.2275, 0.2010, 0.2265], "charge": 0, "homo_energy_ev": -8.89, "orbital_gap_ha": 0.3656, "energy_ev": -11338.7617}

***

[2]
{"formula": "C16H23MoN2O4", "method": "the ωB97M-V functional and the def2-TZVPD basis", "species": ["Mo", "O", "C", "O", "C", "C", "C", "C", "C", "C", "H", "H", "H", "H", "H", "C", "N", "C", "C", "N", "H", "H", "H", "H", "H", "H", "C", "C", "C", "C", "O", "H", "H", "H", "H", "H", "H", "H", "H", "H", "C", "C", "O", "H", "H", "H"], "positions_angstrom": [[0.253, 1.237, -0.332], [-0.219, 2.542, -3.874], [0.265, 2.110, -2.868], [0.291, 2.714, -1.680], [0.858, 0.722, -2.762], [2.026, 0.515, -2.010], [2.568, -0.774, -1.904], [1.939, -1.835, -2.516], [0.768, -1.627, -3.256], [0.233, -0.362, -3.387], [2.586, 1.367, -1.633], [3.496, -0.918, -1.366], [2.360, -2.830, -2.451], [0.287, -2.465, -3.742], [-0.654, -0.181, -3.979], [2.506, -3.173, 1.975], [1.924, -1.939, 2.512], [1.969, -1.720, 3.961], [1.431, -1.042, 1.718], [0.992, -0.249, 0.995], [2.002, -4.032, 2.416], [3.568, -3.212, 2.214], [2.376, -3.195, 0.897], [1.453, -2.536, 4.465], [1.480, -0.781, 4.203], [3.006, -1.684, 4.295], [-3.526, 1.301, 0.764], [-2.843, 0.320, -0.171], [-3.393, 0.390, -1.584], [-2.834, -1.094, 0.378], [-1.449, 0.738, -0.265], [-4.576, 1.031, 0.870], [-3.469, 2.314, 0.367], [-3.064, 1.276, 1.752], [-4.446, 0.110, -1.581], [-2.856, -0.297, -2.238], [-3.305, 1.401, -1.984], [-3.857, -1.463, 0.449], [-2.389, -1.120, 1.373], [-2.274, -1.758, -0.281], [0.494, 3.616, 2.010], [0.782, 2.605, 0.974], [1.889, 2.362, 0.476], [0.855, 4.583, 1.652], [1.062, 3.363, 2.908], [-0.565, 3.672, 2.240]], "nbo_charge": [1.2958, -0.5356, 0.7457, -0.6615, -0.0961, -0.3239, -0.1554, -0.2055, -0.1598, -0.2075, 0.2803, 0.2295, 0.2299, 0.2345, 0.2506, -0.3965, -0.4293, -0.3962, 0.6191, -0.4899, 0.2203, 0.2185, 0.2244, 0.2198, 0.2262, 0.2191, -0.6259, 0.2655, -0.6269, -0.6249, -0.5607, 0.2348, 0.2284, 0.2160, 0.2344, 0.2163, 0.2337, 0.2353, 0.2160, 0.2187, -0.7256, 0.4665, -0.5420, 0.2760, 0.2620, 0.2458], "charge": 1, "homo_energy_ev": -11.60, "orbital_gap_ha": 0.2926, "energy_ev": -29985.4004}

***

[3]
{"formula": "C33H35N4O8Pt", "method": "the ωB97M-V functional and the def2-TZVPD basis", "species": ["Pt", "C", "O", "C", "C", "C", "C", "C", "C", "N", "C", "N", "C", "C", "C", "C", "C", "C", "O", "C", "N", "C", "C", "C", "C", "C", "C", "O", "C", "H", "H", "H", "H", "H", "H", "H", "H", "H", "H", "H", "H", "H", "H", "H", "H", "H", "H", "H", "H", "H", "H", "C", "C", "C", "C", "O", "H", "H", "H", "H", "H", "H", "H", "H", "H", "O", "C", "O", "C", "C", "C", "C", "C", "C", "N", "O", "O", "H", "H", "H", "H"], "positions_angstrom": [[-0.709, -0.446, 0.684], [7.086, -1.651, -2.874], [5.705, -1.463, -2.655], [4.862, -1.675, -3.708], [5.261, -2.107, -4.958], [4.316, -2.280, -5.969], [2.989, -1.993, -5.723], [2.587, -1.540, -4.471], [3.505, -1.403, -3.435], [3.198, -0.947, -2.159], [2.026, -1.064, -1.402], [1.152, -2.002, -1.864], [-0.035, -2.583, -1.350], [-0.870, -2.118, -0.322], [-1.964, -2.936, 0.015], [-2.264, -4.118, -0.634], [-1.462, -4.544, -1.685], [-0.365, -3.778, -2.022], [0.468, -4.128, -3.078], [0.712, -5.507, -3.264], [1.839, -0.362, -0.356], [2.772, 0.581, 0.074], [3.311, 0.412, 1.356], [4.247, 1.284, 1.882], [4.658, 2.379, 1.131], [4.100, 2.595, -0.117], [3.149, 1.726, -0.649], [2.664, 2.062, -1.877], [1.275, 1.836, -2.141], [7.575, -1.412, -1.934], [7.458, -0.985, -3.658], [7.309, -2.687, -3.145], [6.302, -2.317, -5.157], [4.635, -2.627, -6.944], [2.249, -2.101, -6.506], [1.552, -1.278, -4.300], [3.964, -0.537, -1.648], [1.541, -2.600, -2.575], [-2.608, -2.602, 0.818], [-3.129, -4.699, -0.338], [-1.687, -5.449, -2.232], [-0.143, -6.014, -3.718], [0.949, -5.993, -2.314], [1.563, -5.583, -3.940], [2.962, -0.447, 1.917], [4.646, 1.112, 2.874], [5.389, 3.075, 1.523], [4.370, 3.459, -0.712], [0.959, 2.652, -2.791], [0.673, 1.821, -1.234], [1.119, 0.889, -2.661], [-3.094, -0.140, -2.158], [-2.415, 0.960, -1.331], [-2.256, 2.215, -2.196], [-3.283, 1.299, -0.116], [-1.115, 0.574, -0.981], [-4.076, 0.174, -2.527], [-3.217, -1.039, -1.554], [-2.459, -0.393, -3.010], [-3.223, 2.592, -2.543], [-1.641, 1.982, -3.069], [-1.755, 2.996, -1.622], [-4.274, 1.643, -0.428], [-2.807, 2.081, 0.481], [-3.392, 0.417, 0.518], [-0.164, -1.097, 2.645], [-0.240, 0.073, 3.125], [-0.525, 1.065, 2.419], [0.031, 0.256, 4.590], [0.023, 1.536, 5.134], [0.276, 1.722, 6.482], [0.534, 0.605, 7.258], [0.549, -0.680, 6.744], [0.294, -0.847, 5.394], [0.806, 0.793, 8.694], [1.028, -0.197, 9.368], [0.771, 1.926, 9.139], [-0.183, 2.372, 4.479], [0.279, 2.703, 6.932], [0.755, -1.517, 7.394], [0.295, -1.829, 4.941]], "mulliken_charge": [0.7903, -1.0289, -0.3749, 0.5970, -0.3662, -0.7530, -1.1615, 0.1313, 0.0532, 0.2879, -0.2378, 0.1579, 0.6444, -0.6851, -0.9828, -0.8952, -0.5478, 1.2121, -0.4142, -1.0416, 0.1044, -0.4544, -0.5047, -0.9281, -0.4357, -0.5739, 0.8584, -0.5255, -0.4646, 0.2485, 0.4074, 0.3602, 0.3947, 0.3796, 0.4019, 0.4920, 0.3766, 0.3423, 0.3173, 0.3725, 0.2404, 0.3131, 0.4327, 0.2718, 0.5132, 0.3986, 0.3733, 0.4225, 0.3611, 0.2154, 0.0979, -1.5860, 1.8701, -1.8436, -1.8228, -0.3202, 0.4525, 0.3045, 0.2930, 0.4460, 0.3083, 0.3675, 0.4311, 0.3665, 0.3358, -0.7755, 0.8955, -0.8292, -0.0931, -0.3828, -0.5542, 0.1251, -0.4668, -0.3678, 1.0046, -0.6251, -0.6246, 0.4726, 0.4645, 0.4648, 0.4959], "charge": -1, "homo_energy_ev": -4.08, "orbital_gap_ha": 0.2032, "energy_ev": -60375.0080}

***

[4]
{"formula": "C30H43N8O13", "method": "the ωB97M-V functional and the def2-TZVPD basis", "species": ["N", "O", "O", "O", "C", "C", "C", "C", "C", "C", "N", "O", "O", "H", "H", "H", "H", "H", "C", "C", "C", "C", "C", "C", "N", "O", "O", "H", "H", "H", "H", "H", "C", "C", "C", "C", "C", "C", "N", "O", "O", "H", "H", "H", "H", "H", "C", "O", "N", "C", "C", "H", "H", "H", "H", "H", "H", "H", "C", "O", "N", "C", "C", "H", "H", "H", "H", "H", "H", "H", "C", "O", "N", "C", "C", "H", "H", "H", "H", "H", "H", "H", "C", "O", "N", "C", "C", "H", "H", "H", "H", "H", "H", "H"], "positions_angstrom": [[-0.043, 0.774, 0.808], [-0.577, 0.039, -0.138], [0.488, 1.875, 0.419], [0.244, 0.259, 1.923], [0.513, -2.732, -4.157], [0.779, -2.792, -2.653], [1.321, -4.028, -1.998], [1.501, -5.325, -2.909], [1.483, -5.170, -4.445], [0.752, -3.876, -4.997], [1.964, -6.566, -2.257], [2.421, -6.527, -1.103], [1.979, -7.612, -2.937], [0.101, -1.830, -4.617], [0.714, -1.918, -1.907], [1.325, -4.037, -0.847], [1.777, -6.299, -4.946], [0.809, -3.755, -6.125], [-3.969, 0.923, -1.740], [-2.684, 0.795, -2.409], [-2.631, -0.410, -3.502], [-3.910, -1.114, -4.022], [-5.137, -0.857, -3.155], [-5.052, 0.239, -2.134], [-3.878, -2.157, -5.053], [-2.729, -2.335, -5.665], [-4.878, -2.715, -5.463], [-4.149, 1.641, -1.023], [-1.703, 1.167, -2.360], [-1.621, -0.496, -4.065], [-6.218, -1.371, -3.356], [-6.103, 0.327, -1.707], [-3.014, -1.697, 1.144], [-4.307, -2.356, 0.616], [-4.946, -3.533, 1.375], [-4.189, -4.027, 2.545], [-2.926, -3.396, 3.057], [-2.307, -2.202, 2.213], [-4.676, -5.188, 3.360], [-3.919, -5.828, 4.151], [-5.706, -5.649, 3.201], [-2.730, -0.676, 0.581], [-4.749, -2.083, -0.170], [-5.792, -3.986, 0.986], [-2.296, -4.074, 3.913], [-1.263, -1.698, 2.786], [5.965, 1.885, 2.694], [5.713, 2.838, 3.431], [4.925, 1.247, 2.105], [5.083, 0.079, 1.262], [3.480, 1.512, 2.280], [6.962, 1.257, 2.399], [5.813, -0.641, 1.711], [5.577, 0.120, 0.240], [4.110, -0.444, 1.308], [2.937, 1.068, 2.914], [2.851, 1.596, 1.323], [3.510, 2.597, 2.837], [-0.889, 4.934, -1.312], [-0.461, 4.647, -2.434], [-1.630, 6.054, -1.084], [-2.183, 6.400, 0.182], [-1.891, 6.911, -2.206], [-0.737, 4.402, -0.397], [-1.747, 7.403, 0.498], [-2.132, 5.728, 1.034], [-3.247, 6.741, -0.054], [-2.676, 7.740, -1.944], [-1.962, 6.277, -3.049], [-0.777, 7.201, -2.246], [1.827, 6.828, 3.355], [2.614, 7.713, 3.797], [2.202, 6.066, 2.292], [1.182, 5.212, 1.659], [3.503, 6.155, 1.585], [0.674, 6.708, 3.529], [1.252, 5.211, 0.536], [0.176, 5.564, 1.684], [1.300, 4.024, 1.921], [3.845, 7.269, 1.381], [3.620, 5.423, 0.937], [4.156, 5.783, 2.278], [3.386, -4.053, 0.863], [3.758, -3.013, 0.205], [2.396, -4.027, 1.756], [1.745, -5.248, 2.308], [1.849, -2.642, 2.211], [3.731, -5.049, 0.527], [1.628, -4.940, 3.146], [2.251, -5.975, 2.259], [0.876, -5.535, 1.857], [1.271, -2.140, 1.446], [2.732, -1.941, 2.609], [1.359, -2.656, 3.111]], "mulliken_charge": [0.7977, -0.4955, -0.6132, -0.5905, -0.1335, -0.4012, 0.1557, 0.0801, -0.4038, -0.5562, 0.8770, -0.5284, -0.5947, 0.3565, 0.3827, 0.1696, 0.2242, 0.3182, -0.6577, -0.3716, 0.0662, -0.2093, -0.1677, -0.3383, 0.8342, -0.5275, -0.5487, 0.4942, 0.6005, 0.2589, 0.2814, 0.2576, 0.2236, -0.5496, -0.7366, 0.2168, -0.4967, 0.1218, 0.9260, -0.6076, -0.5913, -0.0982, 0.7491, 0.4867, 0.2320, 0.1047, 0.1811, -0.6034, 0.2835, -0.9323, -1.1352, 0.1971, 0.3482, 0.2503, 0.1936, 0.6366, 0.3720, 0.2010, 0.2270, -0.7037, 0.1235, -1.0276, -0.9368, 0.3489, 0.3421, 0.3653, 0.3280, 0.3101, 0.3101, 0.2983, 0.2317, -0.6376, 0.2680, -0.8369, -1.2516, 0.2260, 0.2984, 0.1877, 0.2389, 0.2161, 0.5600, 0.5052, -0.1062, -0.5914, 0.2317, -1.8783, -0.9961, 0.4059, 0.7217, 0.8249, 0.4196, 0.4011, 0.1570, 0.4290], "charge": -1, "homo_energy_ev": -6.39, "orbital_gap_ha": 0.2527, "energy_ev": -70317.4561}